{"formula": "C46H40N5OPSTl", "method": "ωB97M-V with the def2-TZVPD basis set", "species": ["Tl", "S", "P", "O", "N", "N", "N", "N", "N", "C", "C", "C", "C", "C", "C", "C", "C", "C", "C", "C", "C", "C", "C", "C", "C", "C", "C", "C", "C", "C", "C", "C", "C", "C", "C", "C", "C", "C", "C", "C", "C", "C", "C", "C", "C", "C", "C", "C", "C", "C", "C", "C", "C", "C", "C", "H", "H", "H", "H", "H", "H", "H", "H", "H", "H", "H", "H", "H", "H", "H", "H", "H", "H", "H", "H", "H", "H", "H", "H", "H", "H", "H", "H", "H", "H", "H", "H", "H", "H", "H", "H", "H", "H", "H", "H"], "coordinates": [[-0.86, -0.30, -0.12], [0.47, -3.08, 0.84], [1.88, 1.29, -2.40], [-2.69, -0.33, 1.61], [0.95, -1.78, 3.71], [-0.20, -3.19, -2.19], [-1.33, 2.09, 0.72], [-1.33, -1.95, 3.39], [-2.44, 3.90, 1.27], [-4.39, 2.00, 4.54], [-3.02, 1.87, 2.53], [3.87, 3.82, -5.74], [2.65, 2.28, -3.77], [4.59, 0.92, -1.92], [2.25, -5.90, -2.36], [5.64, -1.18, -1.41], [0.92, 0.19, -3.53], [1.74, -2.51, 7.76], [0.77, -4.07, -1.78], [4.01, 2.45, -5.75], [1.38, -4.89, -2.73], [2.60, 0.31, 1.08], [3.12, 4.43, -4.75], [4.40, -1.81, -1.46], [0.58, -1.62, -5.07], [2.66, -2.82, 6.78], [2.37, -2.57, 5.45], [-0.73, -1.22, -5.28], [-4.59, 0.62, 4.50], [3.35, 0.28, -2.03], [-3.63, 2.59, 3.56], [1.95, -5.27, -0.07], [-4.03, -0.12, 3.50], [2.51, 3.66, -3.77], [3.26, -1.07, -1.74], [1.16, -1.98, 5.07], [-0.41, 0.58, -3.73], [1.52, -0.54, 0.82], [-1.58, 4.25, 0.26], [3.86, -0.13, 1.42], [-3.19, 0.44, 2.49], [5.72, 0.19, -1.62], [3.10, -2.39, 1.27], [3.41, 1.68, -4.78], [4.12, -1.48, 1.51], [-2.26, 2.57, 1.53], [1.40, -0.92, -4.21], [-0.14, -1.74, 2.89], [2.51, -6.11, -1.01], [-1.22, -0.12, -4.61], [1.85, -1.90, 0.93], [-0.91, 3.12, -0.05], [0.55, -1.91, 7.40], [1.12, -4.22, -0.43], [0.26, -1.63, 6.08], [4.31, -2.86, -1.25], [3.16, -6.92, -0.71], [0.98, -2.48, -5.60], [-1.57, -2.10, 4.37], [-3.10, 4.51, 1.71], [2.30, -1.56, -1.71], [-4.84, 2.59, 5.34], [-0.53, -2.55, -1.47], [3.29, -3.45, 1.35], [2.17, -5.42, 0.98], [-1.36, -1.78, -5.96], [1.92, 4.13, -2.99], [-0.13, -2.81, -3.12], [-2.24, 0.20, -4.76], [4.66, 0.59, 1.63], [-1.55, 5.24, -0.14], [6.68, 0.69, -1.53], [-5.19, 0.14, 5.27], [3.09, -2.84, 4.69], [3.02, 5.51, -4.73], [-2.09, -1.78, 2.73], [-3.46, 3.66, 3.61], [1.81, -1.80, 3.17], [3.61, -3.28, 7.04], [1.14, -4.73, -3.78], [3.53, 0.61, -4.78], [5.12, -1.85, 1.76], [2.71, -6.52, -3.11], [-0.79, 1.44, -3.20], [-0.65, -1.10, 5.84], [4.65, 1.98, -2.09], [-4.20, -1.19, 3.45], [2.42, -1.26, -4.05], [4.35, 4.42, -6.51], [1.95, -2.73, 8.80], [-0.17, -1.65, 8.17], [2.42, 1.38, 1.02], [-0.14, 2.97, -0.79], [6.53, -1.75, -1.20], [4.60, 1.96, -6.52]], "homo_energy_ev": -3.606, "total_charge": -1, "total_energy_ev": -82667.3495, "orbital_gap_ev": 6.046, "de_lowest_ev": 3.731}


{"formula": "C46H40N6O4SSeSiTl", "method": "ωB97M-V with the def2-TZVPD basis set", "species": ["Tl", "Se", "S", "Si", "O", "O", "O", "O", "N", "N", "N", "N", "N", "N", "C", "C", "C", "C", "C", "C", "C", "C", "C", "C", "C", "C", "C", "C", "C", "C", "C", "C", "C", "C", "C", "C", "C", "C", "C", "C", "C", "C", "C", "C", "C", "C", "C", "C", "C", "C", "C", "C", "C", "C", "C", "C", "C", "C", "C", "C", "H", "H", "H", "H", "H", "H", "H", "H", "H", "H", "H", "H", "H", "H", "H", "H", "H", "H", "H", "H", "H", "H", "H", "H", "H", "H", "H", "H", "H", "H", "H", "H", "H", "H", "H", "H", "H", "H", "H", "H"], "coordinates": [[0.45, 0.15, 0.05], [3.26, 0.42, -0.22], [0.03, 3.93, 1.05], [1.07, -0.29, 3.55], [-1.75, 3.56, -1.96], [-1.42, -1.72, 0.05], [0.26, 2.49, 1.35], [1.33, -1.88, -3.96], [0.97, -0.35, -2.28], [-2.02, 1.01, 0.49], [4.56, 2.96, 0.54], [0.13, -0.85, 2.21], [-0.36, 1.77, -1.52], [1.45, -2.27, -0.44], [-2.37, 2.05, -0.26], [-1.71, -2.34, -1.15], [-4.13, 1.13, 1.60], [2.69, 2.21, -4.31], [2.03, 3.36, -3.86], [1.67, -3.93, -2.12], [2.12, -1.68, 4.33], [2.38, 1.00, 3.16], [-1.88, 5.68, 2.08], [1.23, -1.55, -2.78], [0.62, 2.00, -2.46], [-1.57, -2.36, 1.26], [-1.02, -2.51, 3.57], [2.24, 5.52, 1.35], [-4.50, 2.21, 0.81], [-2.75, -3.92, 2.67], [-2.25, -3.38, -3.66], [-3.10, 3.70, 3.61], [-1.61, -3.70, -1.36], [-0.77, -1.87, 2.33], [-2.34, -2.01, -3.44], [1.23, 4.87, 2.02], [-2.08, -1.49, -2.19], [1.02, 3.25, -2.93], [-1.97, -3.51, 3.74], [-0.01, 0.45, 4.93], [-3.59, 5.00, 3.62], [-3.60, 2.68, -0.13], [1.91, -4.89, -1.16], [-1.88, -4.21, -2.62], [-2.98, 5.99, 2.86], [3.26, 6.07, 3.45], [1.68, -3.19, 0.49], [2.24, 5.40, 4.12], [-1.99, 3.39, 2.83], [-2.54, -3.33, 1.44], [-1.39, 4.38, 2.07], [3.99, 1.99, 0.27], [-2.87, 0.58, 1.42], [1.30, 0.84, -2.90], [1.22, 4.80, 3.41], [3.25, 6.14, 2.07], [1.44, -2.62, -1.72], [2.34, 0.97, -3.82], [1.92, -4.52, 0.18], [-1.42, 2.55, -1.33], [-2.10, -3.95, 4.72], [-2.45, -3.78, -4.65], [-3.50, -4.69, 2.79], [-2.11, -0.42, -2.00], [2.59, 1.60, 4.05], [-2.54, -0.25, 2.04], [2.24, 5.53, 0.26], [2.07, 1.69, 2.38], [2.73, -1.26, 5.13], [-3.81, 3.51, -0.78], [-4.45, 5.25, 4.24], [2.25, 5.33, 5.20], [-5.47, 2.67, 0.92], [3.31, 0.54, 2.84], [2.79, -2.10, 3.59], [-3.36, 7.00, 2.88], [-3.16, -3.60, 0.60], [0.61, 0.72, 5.79], [2.32, 4.33, -4.25], [4.06, 6.52, 4.01], [3.49, 2.30, -5.03], [1.66, -4.15, -3.18], [-1.29, -4.36, -0.56], [2.12, -5.24, 0.95], [1.68, -2.84, 1.52], [-2.60, -1.34, -4.25], [-1.39, 6.44, 1.48], [-1.57, 2.39, 2.80], [-3.58, 2.93, 4.20], [2.09, -5.92, -1.45], [-4.79, 0.73, 2.36], [-0.79, -0.23, 5.29], [0.49, 4.13, -2.58], [2.86, 0.08, -4.15], [0.43, 4.26, 3.93], [-0.51, 1.36, 4.59], [1.53, -2.50, 4.75], [4.05, 6.64, 1.54], [-0.45, -2.19, 4.43], [-1.80, -5.28, -2.79]], "homo_energy_ev": -4.353, "total_charge": -1, "total_energy_ev": -154238.0986, "orbital_gap_ev": 6.374, "de_lowest_ev": 0.204}


{"formula": "C46H41F3N4OP2S2TcTe", "method": "ωB97M-V with the def2-TZVPD basis set", "species": ["Te", "Tc", "S", "S", "P", "P", "F", "F", "F", "O", "N", "N", "N", "N", "C", "C", "C", "C", "C", "C", "C", "C", "C", "C", "C", "C", "C", "C", "C", "C", "C", "C", "C", "C", "C", "C", "C", "C", "C", "C", "C", "C", "C", "C", "C", "C", "C", "C", "C", "C", "C", "C", "C", "C", "C", "C", "C", "C", "C", "C", "H", "H", "H", "H", "H", "H", "H", "H", "H", "H", "H", "H", "H", "H", "H", "H", "H", "H", "H", "H", "H", "H", "H", "H", "H", "H", "H", "H", "H", "H", "H", "H", "H", "H", "H", "H", "H", "H", "H", "H", "H"], "coordinates": [[1.48, -3.82, -0.91], [0.29, 0.63, 0.93], [2.56, 1.69, 1.57], [-1.20, 2.16, 2.39], [-0.63, -1.57, 0.31], [1.58, -0.39, -0.90], [4.62, 1.36, 5.61], [3.74, 2.87, 4.35], [4.99, 1.33, 3.49], [-0.93, 1.34, -0.71], [1.05, 0.06, 2.74], [0.73, 3.92, 2.82], [-1.35, 4.81, 2.84], [2.33, -5.10, -5.56], [0.86, 2.13, -4.65], [5.99, -1.38, -1.75], [-2.56, 3.08, -0.37], [-3.72, 4.11, 3.04], [1.93, -4.20, -2.98], [2.83, 0.71, 4.21], [2.27, -0.03, 5.24], [0.30, 0.86, -4.57], [3.69, -1.29, -2.45], [3.04, -5.60, -4.57], [0.59, -1.90, -0.99], [-1.50, -4.19, 0.55], [-4.83, -1.43, -1.49], [5.01, -1.58, -2.71], [1.25, 0.60, -2.38], [1.43, -4.17, -5.31], [3.33, -0.80, -1.19], [-3.11, 6.34, 2.36], [-2.75, 5.05, 2.74], [-0.73, -5.77, 2.19], [4.06, 1.56, 4.42], [-3.31, -1.02, 0.31], [1.62, 2.63, -3.60], [-2.65, 1.51, -2.34], [4.30, -0.63, -0.21], [-2.49, -1.86, -1.79], [-4.60, -1.01, -0.19], [1.19, -3.68, -4.04], [-2.26, -1.46, -0.49], [5.63, -0.91, -0.50], [1.82, 1.87, -2.46], [0.01, -3.48, 2.28], [-3.78, -1.85, -2.29], [-0.01, -4.76, 2.81], [-5.06, 4.46, 2.96], [-1.94, 1.93, -1.10], [0.50, 0.10, -3.43], [1.05, -0.66, 5.01], [-5.43, 5.74, 2.58], [2.87, -5.19, -3.25], [-4.45, 6.68, 2.27], [0.47, -0.58, 3.76], [-1.47, -5.48, 1.05], [-0.75, -3.18, 1.16], [2.20, 0.74, 2.96], [-0.58, 3.73, 2.69], [4.03, -0.26, 0.77], [0.87, -3.82, -6.17], [-3.13, 2.70, 0.47], [-0.84, 5.67, 3.01], [-2.10, -3.97, -0.33], [-0.70, -6.77, 2.58], [0.56, -1.20, 5.80], [0.55, -4.97, 3.71], [-3.63, 1.12, -2.05], [1.11, 4.84, 3.01], [-5.43, -0.69, 0.42], [1.39, 3.19, 2.59], [-3.24, 3.63, -1.02], [0.63, -2.72, 2.74], [3.77, -6.36, -4.83], [-4.73, 7.68, 1.97], [-2.03, -6.25, 0.54], [7.02, -1.59, -1.97], [2.41, 2.25, -1.63], [-1.66, -2.19, -2.40], [6.38, -0.76, 0.26], [2.75, -0.08, 6.20], [-3.97, -2.19, -3.30], [-2.10, 0.74, -2.87], [-2.83, 2.37, -2.98], [-0.52, -0.99, 3.57], [0.44, -2.92, -3.88], [0.08, -0.89, -3.34], [2.06, 3.61, -3.68], [0.71, 2.73, -5.53], [3.46, -5.64, -2.47], [-6.47, 6.02, 2.53], [-5.84, -1.42, -1.89], [-5.82, 3.74, 3.20], [-0.28, 0.48, -5.39], [2.94, -1.42, -3.21], [5.29, -1.96, -3.68], [-2.35, 7.07, 2.12], [-3.11, -0.69, 1.32], [-3.44, 3.12, 3.36], [-1.80, 3.76, 0.02]], "homo_energy_ev": [-12.839, -12.954], "total_charge": 2, "total_energy_ev": -114255.3288, "spin_multiplicity": 4, "orbital_gap_ev": [7.501, 5.716], "de_lowest_ev": 0.171}